Record 1
A molecular structure, C4H10O2 at a distorted geometry. Source: the OMol25 dataset; level of theory: the ωB97M-V functional and the def2-TZVPD basis.

Structure (XYZ):
```
16
Properties=species:S:1:pos:R:3:nbo_charge:R:1
C -1.73342 -0.00702 0.28064 -0.678
C -0.24877 0.30433 0.26126 0.228
O 0.26535 -1.45740 1.75030 -0.974
C 0.32157 1.03647 -0.91538 -0.485
C 1.62896 0.28760 -0.85168 -0.062
O 0.98384 -0.90033 -0.43755 -0.648
H -2.12792 -0.32770 1.25254 0.234
H -2.27748 0.90800 -0.01494 0.234
H -1.95962 -0.76019 -0.47581 0.234
H 0.08317 0.69410 1.23571 0.217
H -0.38070 -2.09835 1.43796 0.454
H 0.31474 2.11628 -0.81266 0.203
H -0.22822 0.69158 -1.79403 0.207
H 2.30846 0.67251 -0.07311 0.159
H 2.18476 0.21952 -1.79380 0.180
H 0.86530 -1.37942 0.95056 0.497
```

Record 2
A single C5H10O molecule. Source: the OMol25 dataset; level of theory: the ωB97M-V functional and the def2-TZVPD basis.

Structure (XYZ):
```
16
Properties=species:S:1:pos:R:3:nbo_charge:R:1
C -0.82615 -0.48987 -1.12296 -0.602
C 0.21867 -0.28318 -0.03064 -0.214
C 1.63735 -0.68793 -0.39559 -0.597
C 0.11823 1.11843 0.63971 -0.557
C -0.44001 0.54764 1.91290 0.289
O -1.75592 0.47546 1.85330 -0.654
H -0.82077 -1.53060 -1.46378 0.215
H -1.83450 -0.28182 -0.74228 0.199
H -0.66080 0.15758 -1.99168 0.208
H 2.27127 -0.59763 0.49298 0.219
H 2.07076 -0.07960 -1.19567 0.204
H 1.64941 -1.73831 -0.70741 0.210
H 1.09249 1.60084 0.76574 0.229
H -0.55764 1.81024 0.10360 0.184
H -0.03013 -0.97641 0.79826 0.222
H -2.13226 0.95512 1.08351 0.446
```

The calculation returns the following HOMO level values, one per record and in order: -0.3629 -0.3130 hartree.
The calculation returns the following energy relative to the best compared isomer or geometry (same formula, charge and spin) values, one per record and in order: 321.2 283.7 kJ/mol.
The calculation returns the following LUMO values, one per record and in order: 0.98 0.89 eV.